Record 1
A structure of composition C57H35I4N6O2SV at a distorted geometry. Source: the OMol25 dataset; level of theory: wB97M-V/def2-TZVPD.

Values from the calculation:
* DFT total energy: -5205.1025 hartree
* spin multiplicity: 4
* total charge: -1

Positions of all 106 atoms, in Å:
V -0.0540 -0.7333 0.2715
I 9.7196 -0.8266 -0.5497
C 7.6415 -0.8246 -0.4335
C 7.1100 0.0556 0.5032
C 5.7805 0.0239 0.7793
C 4.8611 -0.7695 -0.0354
C 5.4548 -1.7585 -0.8964
C 6.8272 -1.6582 -1.2206
C 3.4381 -0.4519 -0.0525
C 2.6710 -0.5942 -1.2655
C 3.2928 -0.7490 -2.5513
C 2.2670 -1.1213 -3.4437
C 1.0643 -1.2556 -2.7003
C -0.1419 -1.6059 -3.2774
C -0.2538 -2.0666 -4.6657
C -1.1898 -1.5973 -5.6649
C -1.3605 -2.1878 -6.8936
C -0.4813 -3.2610 -7.2541
I -0.5194 -4.2737 -9.1572
C 0.5061 -3.7214 -6.3748
C 0.6060 -3.1332 -5.1008
C -1.3032 -1.6560 -2.4635
N -1.4700 -0.9979 -1.2110
C -2.8586 -1.2006 -0.8933
C -3.6095 -0.4529 -0.0328
C -5.0705 -0.4409 0.0557
C -5.7008 -0.5463 1.2924
C -7.0946 -0.3302 1.4091
C -7.8468 -0.3092 0.2794
I -9.9151 0.2916 0.6586
C -7.2535 -0.5342 -1.0052
C -5.8769 -0.4998 -1.0989
C -2.8167 0.2778 1.0037
C -3.4201 1.2828 1.8098
C -2.4164 1.9204 2.5372
C -1.1696 1.2748 2.2699
N -1.4301 0.2524 1.2538
C 0.0149 1.3485 2.9623
C 1.2140 0.7482 2.4836
C 2.3862 0.4440 3.2768
C 3.3108 -0.1093 2.4483
C 2.7576 -0.1384 1.1154
N 1.4343 0.3633 1.1764
C 0.0123 2.2084 4.2272
C -1.0638 2.1481 5.1666
C -0.9301 2.8190 6.3816
C 0.2429 3.4970 6.6533
I 0.3394 4.4703 8.5541
C 1.3054 3.5224 5.7959
C 1.1936 2.9073 4.5338
C -3.3981 -2.1523 -1.7350
C -2.4795 -2.3835 -2.7395
N 1.3038 -0.9089 -1.3320
H 7.7934 0.7822 0.9827
H 5.4038 0.6407 1.6018
H 4.9080 -2.5358 -1.4133
H 7.3686 -2.2219 -1.9544
H 4.3465 -0.6192 -2.7595
H 2.2254 -1.0823 -4.5243
H -1.8219 -0.7642 -5.3872
H -2.0712 -1.8815 -7.6472
H 1.1339 -4.4781 -6.7385
H 1.3308 -3.5848 -4.4160
H -5.0320 -0.6684 2.1482
H -7.5515 -0.3099 2.3989
H -7.8791 -0.6699 -1.9328
H -5.3591 -0.5321 -2.0907
H -4.4356 1.6172 1.8161
H -2.5776 2.7174 3.2812
H 2.4441 0.7373 4.3456
H 4.1247 -0.6868 2.7891
H -1.9365 1.5494 4.9675
H -1.7390 2.9300 7.0940
H 2.2233 4.0027 6.1355
H 2.0820 2.9074 3.8499
H -4.3834 -2.5633 -1.7110
H -2.5761 -3.0106 -3.6205
N -3.0991 -3.1520 5.2221
C -3.1588 -3.7239 3.9933
S -4.4446 -4.6345 3.4463
C -1.9781 -3.4095 3.1172
C -0.8463 -2.6992 3.5739
C 0.0357 -2.2281 2.6243
N -0.1147 -2.4780 1.2720
C -1.1046 -3.3345 0.8765
C -2.0692 -3.7849 1.7563
H -3.9877 -3.2313 5.7445
H -2.4314 -2.4022 5.4338
H -0.6530 -2.3846 4.6478
H 1.0181 -1.9041 2.8866
H -1.1230 -3.5982 -0.1836
H -2.9768 -4.2562 1.3375
O 2.1771 2.1921 -3.4695
C 2.5398 2.5730 -2.3068
O 2.7312 1.9906 -1.2213
C 2.5254 4.1487 -2.4916
C 3.2251 5.1588 -1.7051
C 3.0761 6.5080 -2.0076
C 2.1045 6.9497 -2.9741
C 1.5475 5.9871 -3.8058
C 1.7277 4.6454 -3.5211
H 3.8691 4.7463 -0.9216
H 3.5985 7.2812 -1.4963
H 1.9151 8.0035 -3.0619
H 0.9808 6.2463 -4.7019
H 1.2630 3.9097 -4.1291

Record 2
A structure of composition C57H40F4GaIN10OS4 at a distorted geometry. Source: the OMol25 dataset; level of theory: wB97M-V/def2-TZVPD.

Values from the calculation:
* DFT total energy: -7032.6489 hartree
* total charge: +2

Positions of all 118 atoms, in Å:
Ga -0.1149 -0.4037 -1.2075
N 1.2518 -1.4396 -0.5430
S 1.3872 -1.6088 0.9676
N 1.4754 -0.3201 1.9772
S 2.0246 1.0823 1.6571
N 1.1413 1.9903 0.8098
S -0.4787 1.8504 0.6907
N -0.9105 0.5452 0.1979
C -0.9749 3.1979 -0.2647
C -0.1268 3.9437 -1.0005
C -0.5963 4.9684 -1.7780
C -1.9415 5.1915 -1.7894
C -2.8329 4.3970 -1.0563
C -2.3309 3.3989 -0.2605
C -1.2036 2.2022 2.2820
C -0.8932 3.4215 2.8578
C -1.4807 3.7741 4.0888
C -2.2610 2.8132 4.7446
C -2.5749 1.6469 4.1920
C -2.0918 1.3895 2.9092
C 2.2509 1.8287 3.2027
C 2.5422 3.1609 3.2557
C 2.6934 3.6549 4.5566
C 2.7153 2.8594 5.6567
C 2.4949 1.4663 5.5422
C 2.2339 0.9190 4.2463
C 3.6213 1.0739 0.8800
C 3.7679 1.2299 -0.5210
C 5.0224 1.0172 -1.0825
C 6.1440 0.7092 -0.2979
C 5.9568 0.5895 1.0396
C 4.7209 0.7740 1.6287
C 2.9077 -2.5552 1.1144
C 3.5449 -2.8958 2.2947
C 4.7959 -3.5620 2.1573
C 5.3688 -3.8688 0.9319
C 4.7578 -3.4198 -0.2141
C 3.5818 -2.7232 -0.1075
C 0.1963 -2.5045 1.7743
C -0.0212 -3.8034 1.2631
C -1.0987 -4.5073 1.7436
C -1.9984 -3.9490 2.6498
C -1.8728 -2.6207 3.0588
C -0.7654 -1.9164 2.6066
H 0.8686 3.5839 -0.9680
H 0.0451 5.6462 -2.3379
H -2.3691 5.9916 -2.3982
H -3.8920 4.5581 -1.2193
H -3.0014 2.9296 0.4886
H -0.3913 4.1709 2.1546
H -1.2600 4.7198 4.5485
H -2.5714 3.0371 5.7031
H -3.1299 0.9724 4.7149
H -2.4798 0.4667 2.4019
H 2.6033 3.8574 2.3348
H 2.6556 4.7407 4.5621
H 2.7633 3.3294 6.6574
H 2.4651 0.8127 6.3462
H 1.9566 -0.0566 4.0752
H 2.9052 1.3778 -1.0730
H 5.1716 1.1456 -2.1665
H 7.0878 0.4143 -0.7290
H 6.8384 0.2406 1.6026
H 4.6578 0.7081 2.7355
H 3.1381 -2.8139 3.3431
H 5.2735 -3.8842 3.0581
H 6.2891 -4.4465 0.9863
H 5.1485 -3.5373 -1.2197
H 3.1843 -2.3032 -1.0141
H 0.6570 -4.2211 0.4902
H -1.2068 -5.5431 1.5237
H -2.7860 -4.5807 3.1618
H -2.6270 -2.1890 3.6404
H -0.6885 -0.9240 2.8847
S -3.1482 -3.5998 -2.1930
C -1.5473 -4.1197 -2.6211
C -0.7055 -3.0492 -2.3999
N -1.2784 -1.9437 -1.8626
C -2.5786 -2.1588 -1.6622
H -1.3237 -4.9847 -3.2079
H 0.3019 -3.0094 -2.7062
H -3.0837 -1.4771 -1.0455
C 0.0967 1.4788 -3.3698
O 0.7330 0.8418 -2.2067
H -0.6556 2.2193 -2.9526
H -0.4841 0.8231 -4.0208
H 0.9455 1.8102 -4.0059
F -5.5413 2.1169 -3.5579
C -5.6716 1.1333 -2.6468
C -5.5507 1.5122 -1.3633
F -5.3156 2.8068 -1.1122
C -5.5062 0.6204 -0.2699
C -5.7727 -0.7063 -0.6708
C -5.9581 -1.0523 -1.9763
F -6.0798 -2.3326 -2.2827
C -5.9216 -0.1687 -3.0170
C -5.8571 -0.6328 -4.4587
C -5.5755 -1.9885 -4.8212
N -5.3134 -3.0932 -4.9644
C -6.2225 0.2470 -5.5573
N -6.5095 0.9008 -6.4368
F -5.8119 -1.7015 0.2422
C -5.1815 0.8894 1.1394
C -5.1433 2.2182 1.5768
N -5.1930 3.2850 2.0083
C -4.7820 -0.0972 2.0902
N -4.4605 -0.8057 2.9096
I 4.0365 -5.2022 -6.4491
C 3.6762 -3.5056 -5.3663
C 3.4655 -2.3062 -6.0663
C 3.0187 -1.2327 -5.2510
C 2.9891 -1.3504 -3.8458
N 3.3291 -2.4637 -3.2265
C 3.6097 -3.5341 -3.9644
H 3.4086 -2.2996 -7.1334
H 2.7052 -0.3521 -5.7996
H 2.6575 -0.5216 -3.2293
H 3.8657 -4.4146 -3.3882